This record from the OMol25 dataset describes a 2-piece molecular cluster, C6H13O2 overall in a non-equilibrium geometry. The level of theory is ωB97M-V/def2-TZVPD.

Geometry as ORCA input:
```
! wB97M-V def2-TZVPD RIJCOSX def2/J DEFGRID3
* xyz -1 1
C -1.17 -0.16 -1.75
O -1.53 -1.23 -1.09
C -0.13 0.70 -0.92
C 0.43 -0.19 0.14
C 1.66 0.26 0.82
C 2.83 0.56 0.30
C 1.49 0.07 2.35
H -2.04 0.46 -2.03
H -0.67 -0.62 -2.64
H -0.52 1.77 -0.73
H 0.80 0.88 -1.40
H 0.60 -1.18 -0.32
H -0.41 -0.41 0.82
H 3.64 0.62 0.97
H 2.95 0.43 -0.78
H 0.64 0.68 2.66
H 2.35 0.59 2.91
H 1.33 -0.96 2.62
H -3.30 -0.63 -0.95
H -4.75 -1.16 -0.27
O -4.20 -0.50 -0.71
*
```

Values from the calculation:
**Highest occupied orbital energy**: -2.55 eV
**E_LUMO**: 0.1341 hartree
**Energy**: -386.817008 Ha
**Relative energy (zero: lowest compared OMol25 entry of this formula, charge and spin)**: 89.4 kcal per mole



This record from the OMol25 dataset describes one molecule with the formula C4H7N in a non-equilibrium geometry. The level of theory is ωB97M-V/def2-TZVPD.

Geometry as ORCA input:
```
! wB97M-V def2-TZVPD RIJCOSX def2/J DEFGRID3
* xyz 0 1
C 1.29 -1.11 0.12
C 0.37 -0.02 -0.35
C 0.73 1.40 0.09
C -1.01 -0.26 0.01
H 1.40 -0.98 1.26
H 2.26 -1.17 -0.33
H 0.71 -2.08 -0.05
H 0.40 0.09 -1.47
H 1.79 1.62 -0.20
H -0.04 2.09 -0.27
H 0.66 1.48 1.22
N -2.20 -0.17 0.09
*
```

Values from the calculation:
**Highest occupied orbital energy**: -11.18 eV
**E_LUMO**: 0.0290 hartree
**Energy**: -211.337227 Ha
**Relative energy (zero: lowest compared OMol25 entry of this formula, charge and spin)**: 14.7 kcal per mole
**Structure (SMILES)**: CC(C)C#N